No. 1
Density functional theory data (ωB97M-V with the def2-TZVPD basis set) for 2 unconnected molecules or ions with the total composition CH8N4.

XYZ file:
```
13
Properties=species:S:1:pos:R:3:forces:R:3
C -0.6300 -0.9199 0.9316 0.2 1.1 1.9
N 0.5353 0.3725 -0.5325 0.3 -0.4 -1.8
N 0.8436 0.5477 0.8257 -0.9 -1.5 -0.7
N 1.5861 0.8747 -1.4054 0.2 0.6 -0.3
N -1.8930 -0.7851 0.4383 0.7 0.3 -0.2
H -0.3047 0.8822 -0.8433 0.4 0.1 0.4
H 0.8986 1.5650 0.9883 -0.6 -0.1 0.4
H 2.4822 0.6974 -0.9558 -0.3 -0.1 0.2
H 1.5814 0.2927 -2.2434 0.0 0.0 0.2
H -2.4672 -0.0407 0.8039 0.0 -0.1 0.0
H -2.0492 -1.0031 -0.5342 0.1 0.1 0.0
H -0.5216 -0.7349 1.9872 -0.4 -0.4 0.1
H -0.0614 -1.7486 0.5397 0.3 0.4 -0.2
```
Forces are in eV/Å.

Results
total energy: -261.74048 a.u.
relative energy (zero: lowest compared OMol25 entry of this formula, charge and spin): 123.38 kcal per mole
E_LUMO: 0.896 eV
molar mass: 76.103 Da
total charge: 0
multiplicity: 1

Löwdin atomic charge list, values in e, 5 entries: atom 1 (C): -0.0993, atom 2 (N): -0.3675, atom 3 (N): -0.0935, atom 4 (N): -0.0387, atom 5 (N): 0.0423

***

No. 2
Density functional theory data (ωB97M-V with the def2-TZVPD basis set) for a single C2H2OS2 molecule.

XYZ file:
```
7
Properties=species:S:1:pos:R:3:forces:R:3
O -0.1627 1.4838 0.0249 0.8 -2.8 0.5
C -0.5733 0.1361 0.1739 -0.5 3.5 -2.4
S -2.2642 -0.3095 -0.0669 4.5 0.7 1.0
C 0.7012 -0.7234 0.1061 -2.9 -2.7 0.9
S 2.2291 -0.1887 -0.0630 -1.4 -0.7 0.1
H 0.9069 1.4327 -0.0425 -2.8 0.2 0.3
H 0.1883 -1.8086 0.2416 2.3 1.9 -0.5
```
Forces are in eV/Å.

Results
total energy: -948.93649 a.u.
relative energy (zero: lowest compared OMol25 entry of this formula, charge and spin): 43.01 kcal per mole
E_LUMO: -2.450 eV
molar mass: 106.171 Da
total charge: 0
structure (SMILES): OC(=S)C=S
multiplicity: 1

Löwdin atomic charge list, values in e, 5 entries: atom 1 (O): -0.1456, atom 2 (C): -0.7852, atom 3 (S): 0.6181, atom 4 (C): -0.6304, atom 5 (S): 0.7897

***

No. 3
Density functional theory data (ωB97M-V with the def2-TZVPD basis set) for a single C3H6N2O molecule.

XYZ file:
```
12
Properties=species:S:1:pos:R:3:forces:R:3
N -0.5724 -1.6452 1.0815 -0.1 -0.1 0.0
C -0.7916 -0.6983 0.1235 -0.2 0.1 0.0
O -1.8941 -0.3224 -0.2221 0.4 -0.2 0.1
N 0.4342 -0.2039 -0.4043 -0.2 -0.2 0.0
C 0.3372 1.0141 -1.1833 -0.1 0.1 -0.2
C 0.9151 1.0500 0.1790 0.1 0.2 0.2
H 0.3256 -2.1005 1.1080 -0.1 0.1 0.0
H -1.3782 -2.1667 1.3902 0.1 0.1 0.0
H 0.9913 1.0482 -2.0501 -0.1 0.0 0.1
H -0.6641 1.4159 -1.3155 0.2 0.0 0.0
H 1.9900 1.1109 0.3296 -0.2 0.0 0.0
H 0.3070 1.4978 0.9634 0.1 -0.1 -0.1
```
Forces are in eV/Å.

Results
total energy: -302.65087 a.u.
relative energy (zero: lowest compared OMol25 entry of this formula, charge and spin): 26.50 kcal per mole
E_LUMO: 1.070 eV
molar mass: 86.094 Da
total charge: 0
structure (SMILES): NC(=O)N1CC1
multiplicity: 1

Löwdin atomic charge list, values in e, 5 entries: atom 1 (N): 0.1637, atom 2 (C): -0.5924, atom 3 (O): 0.0621, atom 4 (N): -0.0375, atom 5 (C): -0.1243

***

No. 4
Density functional theory data (ωB97M-V with the def2-TZVPD basis set) for 20 unconnected molecules or ions with the total composition H40O20.

XYZ file:
```
60
Properties=species:S:1:pos:R:3:forces:R:3
O 1.8440 2.6210 -0.8530 -1.5 -0.1 0.4
H 2.0112 1.6668 -0.8180 0.3 0.1 -0.1
H 0.8401 2.6949 -0.8674 1.2 0.0 -0.4
O -0.0660 -0.4051 2.4375 -1.0 0.2 0.0
H -0.8648 -0.1368 2.9527 0.9 -0.3 -0.3
H -0.1896 -0.0318 1.5469 0.1 -0.1 0.3
O -0.9895 2.7935 -1.1153 -0.7 0.2 0.6
H -1.5752 2.3375 -1.7291 0.1 -0.1 -0.2
H -1.6155 3.0387 -0.3959 0.6 0.1 -0.3
O -3.5783 0.8518 -0.0917 -0.2 1.2 0.5
H -3.4275 -0.0799 -0.0316 0.2 -1.2 -0.3
H -3.8982 1.0955 -0.9633 -0.1 -0.1 -0.5
O -1.6306 -0.1026 5.0105 -0.4 -0.2 0.3
H -2.1573 0.6720 5.2512 0.2 -0.2 0.0
H -1.8791 -0.7918 5.6549 0.2 0.5 -0.5
O -3.9934 1.5489 -3.0796 -0.8 0.8 0.0
H -3.6649 2.2665 -3.6341 -0.3 0.0 0.1
H -3.3168 0.8716 -3.1806 0.5 -0.3 0.1
O 2.1059 -1.2329 4.2063 0.4 0.1 0.3
H 1.4770 -1.0431 3.4916 0.3 -0.1 -0.2
H 3.0175 -1.3194 3.8797 -0.8 0.0 -0.2
O 0.6873 2.5769 1.9005 0.4 0.0 -1.0
H 1.1815 2.5909 1.0316 -1.0 0.2 0.8
H -0.2560 2.3767 1.7433 0.6 0.3 -0.1
O -2.4881 -1.6441 -0.3583 0.2 -1.2 0.2
H -2.1979 -1.5885 -1.2825 -0.2 -0.2 0.3
H -2.2477 -2.5610 -0.0820 -0.2 1.0 -0.3
O 2.3383 0.9018 -3.4766 0.2 0.3 0.0
H 1.4926 0.7483 -3.9123 0.0 0.3 0.1
H 2.4650 1.8684 -3.4180 -0.3 -0.7 0.0
O 0.0361 -0.3697 -0.8901 0.6 0.0 0.3
H 0.2308 -1.3316 -1.0212 -0.1 1.1 -0.2
H 0.8971 0.1050 -0.9299 -0.5 -0.9 0.0
O 4.5385 0.7713 0.9222 0.8 -0.5 -0.7
H 5.0699 1.5627 0.8304 0.0 0.2 0.1
H 3.8531 0.9389 1.5739 -0.4 0.5 1.1
O 0.3654 -2.8376 -2.2535 -0.3 -0.1 0.1
H 0.6846 -2.4255 -3.0553 0.4 0.2 -0.2
H 1.1498 -2.9773 -1.6932 0.4 -0.3 0.2
O -2.5626 2.8073 1.3301 -0.1 0.1 0.8
H -2.6882 1.9571 0.8802 -0.3 -0.4 -0.4
H -3.3781 2.8472 1.8631 0.6 0.3 -0.3
O 2.6174 -3.2299 -0.4382 -0.3 -0.1 0.9
H 3.0612 -2.4227 -0.1026 -0.4 -0.3 -0.5
H 2.1920 -3.6367 0.3513 0.3 0.4 -0.8
O -0.2558 -3.1761 1.0066 0.1 -0.4 -0.5
H -0.6753 -3.3236 1.8509 -0.1 -0.1 0.5
H -0.2029 -2.2214 0.9600 0.1 0.6 0.1
O 2.9139 1.4226 3.0522 0.0 1.2 -1.4
H 2.4834 0.7228 3.5182 -0.5 -0.9 0.8
H 2.1582 1.8920 2.6095 0.4 -0.4 0.7
O -2.2717 -2.5403 -3.1846 1.1 0.2 0.0
H -2.9322 -3.2169 -3.2743 -0.4 -0.4 0.0
H -1.3991 -2.9687 -3.0550 -0.6 0.0 0.1
O -1.8827 0.1543 -2.8785 0.4 1.2 -0.1
H -1.3663 0.2688 -2.0691 0.3 -0.3 0.2
H -1.9560 -0.7702 -3.0544 0.0 -1.3 -0.3
O 2.9981 -0.3623 -0.7564 -0.1 0.2 1.6
H 3.7309 0.1079 -0.2262 -0.6 -0.4 -0.8
H 3.1664 -0.3323 -1.6834 0.4 0.3 -1.1
```
Forces are in eV/Å.

Results
total energy: -1528.86298 a.u.
relative energy (zero: lowest compared OMol25 entry of this formula, charge and spin): 12.55 kcal per mole
E_LUMO: 0.008 eV
molar mass: 360.300 Da
total charge: 0
multiplicity: 1

Löwdin atomic charge list, values in e, 5 entries: atom 1 (O): -0.0793, atom 2 (H): -0.0091, atom 3 (H): 0.0261, atom 4 (O): -0.0594, atom 5 (H): 0.0509

***

No. 5
Density functional theory data (ωB97M-V with the def2-TZVPD basis set) for a gas-phase ion, C3H4NO2 (charge +1).

XYZ file:
```
10
Properties=species:S:1:pos:R:3:forces:R:3
C 0.3578 -1.0516 1.3874 1.0 -0.8 0.6
C -0.7975 -0.6068 0.5539 -0.6 1.0 -0.7
C 0.5935 0.8186 -0.8723 1.0 0.1 -0.6
N -0.6718 0.2136 -0.4565 2.6 -0.7 1.0
O -1.5932 -1.1882 1.2272 -2.2 0.0 -0.7
O 0.7002 -1.7125 2.2178 1.3 0.2 0.2
H 0.5337 1.8696 -0.6203 0.1 0.3 -0.1
H 0.7153 0.6873 -1.9716 -0.1 0.1 0.8
H 1.4956 0.4179 -0.3876 -0.5 -0.2 0.0
H -1.3337 0.5523 -1.0779 -2.7 0.0 -0.6
```
Forces are in eV/Å.

Results
total energy: -321.59569 a.u.
relative energy (zero: lowest compared OMol25 entry of this formula, charge and spin): 44.36 kcal per mole
E_LUMO: -6.368 eV
molar mass: 86.070 Da
total charge: +1
multiplicity: 1

Löwdin atomic charge list, values in e, 5 entries: atom 1 (C): 0.1404, atom 2 (C): -0.3901, atom 3 (C): -0.0060, atom 4 (N): 0.1137, atom 5 (O): 0.2543

***

No. 6
Density functional theory data (ωB97M-V with the def2-TZVPD basis set) for a molecular structure, C40H49N5O5PSScTe.

XYZ file:
```
103
Properties=species:S:1:pos:R:3:forces:R:3
Sc -2.1066 -0.7013 -0.4555 -0.5 0.6 -0.1
C -2.0264 2.4810 1.4423 -0.6 0.2 -0.5
C -1.7591 1.5404 2.6037 0.3 0.0 -0.7
C -0.4397 1.2513 2.9610 -0.1 0.8 -0.1
C -0.1722 0.4276 4.0597 1.1 -0.8 -0.2
C 1.2249 -0.0651 4.4221 -0.7 -0.5 -0.6
C -1.2218 -0.1366 4.7275 -1.7 -0.6 0.3
C -2.5474 0.0543 4.2938 0.6 -0.8 1.0
C -3.5842 -0.7200 5.0528 -1.1 0.1 1.0
C -2.8093 0.8762 3.2278 0.1 0.6 0.4
H -1.9560 3.5539 1.7099 0.0 -0.5 0.1
H -3.0538 2.3306 1.0090 0.8 0.0 0.5
H -1.2850 2.3331 0.6388 -0.2 0.1 0.3
H 0.3416 1.7844 2.3873 -0.2 -0.6 0.5
H 1.7827 0.6938 4.9130 0.6 0.6 0.6
H 1.7568 -0.3042 3.4954 0.1 -0.1 0.1
H 1.1673 -0.9791 5.0568 0.1 0.8 -0.4
H -1.1466 -0.8339 5.5884 0.6 0.6 -0.6
H -3.3683 -0.7500 6.1546 0.0 0.1 -1.0
H -3.7433 -1.7594 4.7468 0.5 0.1 -0.3
H -4.5827 -0.2769 4.9527 0.2 0.1 0.0
H -3.8213 1.0833 2.9366 -0.3 -0.1 -0.2
C -1.3052 3.4429 -4.1464 0.6 0.8 -0.1
N -1.8859 2.9351 -2.9262 -0.8 0.3 0.9
C -2.6171 3.9241 -2.0736 0.3 -1.4 -0.3
C -1.8463 1.6499 -2.5393 0.8 0.2 0.0
N -2.5496 1.1356 -1.5745 -0.7 0.3 -0.6
N -0.8218 0.9457 -3.2158 -0.2 -0.3 0.5
C -0.5749 -0.4232 -3.2013 0.6 0.7 0.2
N 0.3645 -0.8185 -4.0896 0.6 -1.4 0.2
N -1.1184 -1.2095 -2.3608 -0.9 0.6 0.7
H -2.0750 3.9059 -4.7638 -0.1 0.2 0.1
H -0.8678 2.6544 -4.7592 0.0 0.2 0.2
H -0.5412 4.2115 -3.8797 -0.4 -0.6 -0.4
H -2.1068 4.8815 -2.1248 0.0 0.0 -0.1
H -2.6148 3.5445 -1.0363 0.1 0.4 -0.5
H -3.6454 3.9806 -2.4376 0.0 0.3 0.1
H -3.4142 1.6821 -1.3757 1.0 -0.6 0.0
H 0.0322 1.4913 -3.2488 0.1 0.0 -0.2
H 0.8218 -0.1789 -4.6910 0.1 0.8 -0.4
H 0.9830 -1.5906 -3.8162 -0.7 0.5 -0.1
H -1.0336 -2.1847 -2.5181 0.4 -1.0 -0.5
O -0.8079 -1.7010 0.6876 0.1 -0.3 0.0
P -0.0235 -2.9722 0.9392 1.1 -0.7 0.8
C -0.5624 -3.7717 2.4875 0.4 0.3 -0.4
C -0.0052 -3.3317 3.6892 0.2 0.7 -1.0
C -0.5527 -3.6842 4.8929 0.1 -0.7 0.2
C -1.6340 -4.5531 4.9434 -0.1 -0.4 -1.5
C -2.1567 -5.0945 3.7398 0.6 0.6 1.2
C -1.5900 -4.6844 2.5390 -1.3 -0.5 0.0
C 1.7097 -2.5479 1.1391 -0.5 1.5 -0.4
C 2.7042 -3.3921 1.5682 0.2 -0.9 0.3
C 4.0230 -3.0069 1.5991 0.9 1.1 -0.4
C 4.3817 -1.7010 1.1399 0.7 -1.3 1.0
C 3.4018 -0.8585 0.7064 -0.4 0.2 0.2
C 2.0694 -1.2612 0.7630 -0.1 0.5 -0.9
C -0.0955 -4.1143 -0.4774 0.5 0.5 1.3
C -1.3538 -4.4764 -0.8786 -0.6 0.1 -0.3
C -1.5266 -5.3548 -1.9396 -1.1 0.1 0.6
C -0.4681 -5.9006 -2.6208 0.6 0.2 0.4
C 0.7984 -5.5334 -2.1576 1.1 0.0 -0.1
C 1.0315 -4.6656 -1.0857 -1.5 -0.3 -0.7
H 0.8321 -2.6543 3.6263 0.1 0.1 0.2
H -0.0603 -3.3700 5.7950 -0.1 0.2 0.3
H -2.0112 -4.8246 5.8982 -0.5 -0.3 0.6
H -2.9918 -5.7981 3.7413 0.3 0.3 0.0
H -2.0798 -5.0593 1.6585 0.1 0.0 -0.4
H 2.4036 -4.3643 1.8997 0.1 -0.6 0.2
H 4.7924 -3.6902 1.9491 -0.2 0.1 0.0
H 5.4131 -1.3132 1.2241 -0.6 -0.6 -0.2
H 3.6355 0.1436 0.3796 -0.1 0.1 0.0
H 1.3508 -0.5230 0.4060 -0.1 -0.3 0.2
H -2.2166 -4.0315 -0.3869 -0.1 -0.2 -0.2
H -2.5514 -5.6150 -2.1199 -0.3 -0.2 -0.6
H -0.6329 -6.5867 -3.4555 0.3 0.3 0.3
H 1.7034 -5.9005 -2.6198 -0.1 -0.3 -0.3
H 2.0145 -4.4083 -0.7633 0.5 0.0 0.0
O -4.6082 -2.6198 1.1441 -0.5 1.1 -0.5
S -4.5054 -1.5234 0.1910 -0.1 -1.1 0.7
O -3.6862 -0.3561 0.7522 0.6 -0.2 0.2
O -3.5339 -2.0272 -0.9020 0.7 0.2 -0.3
O -5.6425 -0.9406 -0.4349 -1.2 -0.4 -0.1
C 4.1001 6.1895 -4.6489 0.2 0.7 -0.1
C 3.4522 5.2900 -3.6496 0.0 -0.6 -0.5
C 3.1401 5.7324 -2.3887 0.4 1.0 0.6
C 2.6399 4.9110 -1.4019 -0.4 -1.2 0.4
C 2.3336 5.4762 -0.0569 0.2 -0.6 0.8
C 2.4633 3.5331 -1.6513 -0.2 0.0 -0.1
Te 1.6748 2.2416 -0.1027 0.0 0.3 -0.7
C 2.7783 3.0661 -2.9398 -0.5 0.0 0.0
C 2.6868 1.6016 -3.2753 0.9 -0.3 2.2
C 3.2071 3.9557 -3.9291 0.3 -0.4 -0.1
H 3.3842 6.8527 -5.1581 0.2 -0.2 0.1
H 4.6724 5.6528 -5.4086 -0.2 -0.1 0.0
H 4.8150 6.8281 -4.1162 -0.1 0.0 -0.2
H 3.3888 6.7621 -2.1028 -0.2 -0.2 -0.2
H 2.2473 6.5245 -0.1803 -0.4 1.2 0.1
H 3.1927 5.3409 0.6340 -0.5 -0.2 -0.2
H 1.4281 5.0359 0.4292 0.8 0.4 -0.5
H 3.6665 1.1315 -2.9961 -0.7 0.2 -0.3
H 2.5208 1.4235 -4.2935 -0.2 -0.2 -1.7
H 1.9414 1.0791 -2.6440 0.3 0.3 -0.3
H 3.4657 3.5764 -4.9228 -0.1 0.0 0.2
```
Forces are in eV/Å.

Results
total energy: -3972.13824 a.u.
relative energy (zero: lowest compared OMol25 entry of this formula, charge and spin): 8.06 kcal per mole
E_LUMO: -0.117 eV
molar mass: 915.459 Da
total charge: 0
multiplicity: 1

Löwdin atomic charge list, values in e, 5 entries: atom 1 (Sc): 0.9223, atom 2 (C): -0.0886, atom 3 (C): -0.2632, atom 4 (C): -0.0208, atom 5 (C): -0.2581

***

No. 7
Density functional theory data (ωB97M-V with the def2-TZVPD basis set) for a gas-phase ion, C2H4N2O6P (charge -1).

XYZ file:
```
15
Properties=species:S:1:pos:R:3:forces:R:3
O -2.7425 -0.0077 1.3309 3.2 0.6 -1.1
P -1.7338 0.2504 0.1831 -3.7 -3.2 0.1
O -2.4659 0.7293 -1.0269 1.5 1.0 -0.5
O -1.0337 -1.2827 -0.3754 -0.7 2.3 1.5
C -0.1612 0.9592 0.7381 -0.9 -1.1 2.2
N 1.1556 0.5592 0.2026 0.4 -1.6 -3.7
O 2.2200 0.7795 0.7702 0.1 1.1 1.7
O 1.1307 1.3876 -1.0609 -1.0 -0.2 -1.5
C 1.3071 -0.9568 -0.3957 -3.8 7.2 1.3
N 2.0178 -1.8080 -0.1518 1.0 -2.4 -1.4
O 2.4892 -2.8463 -0.4676 2.2 -3.0 0.8
H -1.9122 -1.4733 -0.6885 -0.7 -1.3 -1.0
H -0.3086 2.0366 0.7402 0.8 0.0 0.3
H -0.2097 0.4672 1.7152 0.3 0.7 0.4
H 0.2471 1.2058 -1.5134 1.2 0.1 0.7
```
Forces are in eV/Å.

Results
total energy: -980.76435 a.u.
E_LUMO: 2.679 eV
molar mass: 183.036 Da
total charge: -1
structure (SMILES): O=[P@]([O-])(O)C[N@+]([O-])(O)C#[N+][O-]
multiplicity: 1

Löwdin atomic charge list, values in e, 5 entries: atom 1 (O): -0.3945, atom 2 (P): 0.3362, atom 3 (O): -0.3718, atom 4 (O): -0.2341, atom 5 (C): -0.1663

***

> The highest total energy belongs to which entry?

CH8N4